ORCA calculation (ωB97M-V with the def2-TZVPD basis set) on a molecular structure, C60H136AsF7MgO36 in a non-equilibrium geometry.

## Properties
- E_LUMO: 0.36 eV
- Highest occupied orbital energy: -0.3326 Eh
- Molar mass: 1665.92 g/mol
- DFT total energy: -8211.0152 hartree

```
241
Properties=species:S:1:pos:R:3:forces:R:3
Mg 17.0296 18.3740 14.0341 -0.20 0.05 -0.39
F 16.2147 18.9567 12.4620 0.21 -0.05 0.33
As 18.9195 17.8698 17.2748 1.11 -1.93 -1.12
F 19.9043 17.1294 18.4808 0.16 -0.46 -0.11
F 20.2948 18.3503 16.3376 0.32 -0.22 -0.05
F 17.9046 18.6434 16.1141 -0.77 0.16 -1.10
F 17.5029 17.3940 18.1146 -0.25 -0.26 0.08
F 19.0205 19.3157 18.1063 -0.16 1.58 1.06
F 18.8534 16.3719 16.2641 -0.05 1.02 1.15
C 11.2173 16.7263 20.7619 -0.41 -1.21 0.50
C 11.1940 15.1587 20.6560 -0.13 -0.17 0.17
O 12.1502 14.8629 19.6310 0.59 0.08 -0.67
C 12.6083 15.9857 19.0524 -2.01 -0.31 2.42
O 13.4739 16.0755 18.2620 0.99 0.06 -1.30
O 11.9031 17.0215 19.5642 0.77 1.71 -0.55
H 11.7257 17.0938 21.6924 0.05 -0.36 -1.07
H 10.2265 17.2133 20.7369 0.39 -0.43 -0.18
H 10.2611 14.7172 20.2759 0.03 0.41 0.51
H 11.5726 14.6417 21.5459 -0.43 0.31 -0.16
C 21.0238 21.3339 15.8598 -0.98 -0.42 -0.13
C 21.3531 21.5633 17.3417 1.39 -1.17 0.19
O 21.1678 22.9634 17.5364 0.62 -0.60 0.38
C 20.8643 23.5228 16.3778 -0.71 2.78 -0.24
O 20.6254 24.7079 16.2773 0.36 -1.13 -0.10
O 20.8357 22.6633 15.3761 -0.17 -0.05 -0.55
H 20.1128 20.7345 15.6552 0.28 0.52 0.49
H 21.7714 20.8916 15.2308 0.75 -0.27 0.13
H 22.3931 21.1872 17.6096 -1.08 0.95 -0.29
H 20.6866 21.0930 18.0302 -0.54 -0.60 0.19
C 16.8656 15.7109 20.5594 0.17 0.27 -0.72
C 15.9723 16.9362 20.2533 0.85 -0.14 1.37
O 14.8742 16.6130 21.1148 -1.94 0.45 -0.21
C 14.7324 15.2687 21.2437 3.19 1.07 0.26
O 13.8609 14.6539 21.7233 -2.13 -0.33 0.70
O 15.9019 14.7001 20.9303 0.90 -0.03 -0.65
H 17.6580 15.8034 21.3348 -0.88 0.13 -0.34
H 17.3119 15.4334 19.6185 0.43 -0.49 -0.08
H 15.6736 16.9877 19.2082 -0.26 -0.25 0.19
H 16.3862 17.9245 20.5553 -0.23 -0.83 -0.03
C 21.1357 10.3294 16.5478 1.24 -0.79 0.02
C 19.9033 9.8960 15.7674 -0.03 1.49 -0.48
O 19.6066 11.1620 15.0317 0.37 -0.62 0.13
C 20.6814 11.9829 15.0473 -0.37 2.04 -0.90
O 20.7369 13.0477 14.4117 0.04 -3.07 1.74
O 21.6267 11.5055 15.8870 -0.64 0.55 -0.50
H 22.0211 9.6531 16.5236 -0.99 0.07 0.11
H 20.8598 10.5258 17.5813 0.17 0.37 0.06
H 19.0495 9.7087 16.4300 0.24 -0.08 -0.36
H 20.0909 9.1233 15.0226 -0.15 0.01 0.11
C 14.2152 19.8674 19.1464 0.62 2.03 -0.07
O 13.6818 20.9535 19.9848 1.06 -1.39 -1.37
C 12.7140 20.4298 20.8650 -0.07 0.28 -0.71
C 12.3191 21.5359 21.8173 1.31 -1.64 -0.24
O 11.8173 22.6017 21.1443 -1.01 1.39 -0.55
C 11.0569 23.3883 22.0212 -1.38 -0.15 -0.73
H 13.6390 19.5954 18.2643 -0.89 0.18 0.25
H 14.4037 19.0007 19.7305 -0.04 -0.85 0.64
H 15.1757 20.1898 18.7172 -0.16 0.28 0.46
H 13.1772 19.6274 21.4410 -0.25 -0.38 0.16
H 11.9036 20.0579 20.2106 -0.21 -0.06 0.73
H 13.2358 21.8203 22.3133 0.54 0.15 0.57
H 11.6479 21.1518 22.5719 -0.50 -0.25 0.31
H 10.5053 24.1315 21.4538 0.04 0.05 -0.25
H 11.6018 23.9115 22.7711 0.94 0.29 0.70
H 10.3196 22.7428 22.5128 -0.08 0.14 0.16
C 23.1155 19.5833 22.2975 -1.33 -0.84 -0.85
O 23.7581 18.8586 21.2793 -0.09 -0.27 -0.36
C 22.9061 18.1734 20.3649 1.48 -0.46 0.26
C 23.6925 17.9740 19.0823 0.41 2.14 0.70
O 23.9475 19.2984 18.5764 -0.69 -0.78 0.24
C 24.5799 19.2719 17.3323 0.17 1.53 0.11
H 22.5631 18.9014 22.9705 0.38 0.32 0.09
H 22.3764 20.2527 21.8517 -0.14 0.22 0.00
H 23.8517 20.1818 22.7742 0.62 0.31 0.70
H 21.9956 18.7212 20.1030 0.00 0.09 0.26
H 22.6747 17.1622 20.7434 -0.39 0.32 0.14
H 23.0207 17.4501 18.4602 -0.57 -0.82 -1.30
H 24.6712 17.4879 19.1537 -0.24 -0.38 0.43
H 24.5949 20.3377 17.0081 0.47 -0.68 0.10
H 24.0081 18.7598 16.5786 -0.31 -0.68 -0.39
H 25.5896 18.8606 17.4352 0.06 0.04 -0.31
C 14.5924 19.9978 14.6750 0.00 0.58 0.15
O 15.5114 19.0866 15.3024 -1.65 -1.00 0.51
C 14.7045 17.9775 15.9351 1.40 0.52 0.20
C 15.3556 16.6291 15.5222 -0.66 1.18 0.38
O 15.7295 16.7113 14.1712 -0.63 0.10 -0.56
C 14.7001 16.4657 13.2010 1.53 -0.93 -0.02
H 14.1148 19.5482 13.8183 0.00 -0.36 -0.41
H 15.1892 20.8393 14.2868 -0.42 -0.16 0.46
H 13.7720 20.2797 15.3735 0.87 0.20 -0.20
H 13.7123 18.0265 15.4935 -0.15 0.07 0.22
H 14.6872 18.1823 17.0421 -0.05 -0.52 -1.22
H 14.6777 15.7999 15.7457 0.13 0.02 -0.05
H 16.3153 16.4915 15.9553 0.59 -0.26 1.28
H 14.3868 15.4282 13.3900 -0.57 0.46 -0.22
H 15.2635 16.5091 12.2809 -0.20 -0.04 -0.49
H 13.9402 17.2221 13.1453 -0.52 0.20 0.36
C 17.7565 10.5318 19.5891 -2.09 -0.63 -2.84
O 17.8111 10.8420 18.1449 -0.15 0.63 0.68
C 17.7196 12.2656 17.7973 -0.02 -2.54 -0.65
C 18.9877 13.0466 18.0145 -0.39 -1.26 -0.80
O 19.2306 13.0790 19.3684 1.16 1.87 1.50
C 20.3998 13.9066 19.7038 -0.51 -1.72 0.10
H 16.8473 10.8739 20.1054 0.27 0.36 -0.34
H 18.6249 10.9182 19.9524 2.16 0.85 1.78
H 17.7195 9.4546 19.5724 0.23 -0.40 0.33
H 16.7924 12.5724 18.2424 -0.13 1.08 0.66
H 17.5176 12.2184 16.7291 0.12 0.17 -0.24
H 18.8412 13.9750 17.4787 0.12 0.96 0.29
H 19.8443 12.5431 17.5018 -0.52 0.15 0.12
H 21.1914 13.5714 19.0179 0.14 0.47 0.28
H 20.6680 13.6686 20.7423 -0.07 -0.12 -0.35
H 20.2230 14.9733 19.6651 -0.29 0.25 -0.49
C 23.8684 21.1045 13.2148 -0.50 0.55 -0.51
O 22.8086 20.1724 13.3283 0.37 -1.19 0.08
C 23.2982 18.7988 13.3857 0.33 1.60 -1.31
C 23.6339 18.2896 11.9654 0.62 -0.27 0.60
O 24.8684 18.8657 11.5432 -0.13 -0.07 0.04
C 25.1202 18.7292 10.1704 2.21 -0.41 -0.02
H 24.6550 20.8755 13.9202 0.35 -0.06 0.38
H 23.4015 22.0600 13.4852 0.40 0.00 -0.27
H 24.3309 21.1191 12.2048 -0.45 0.11 0.56
H 22.4480 18.2091 13.7249 0.28 -0.11 0.58
H 24.2191 18.8454 14.0445 -1.06 -0.78 -0.55
H 22.9030 18.6286 11.2121 -0.40 -0.44 0.55
H 23.7215 17.1755 12.0356 -0.19 0.74 -0.46
H 24.3762 19.1054 9.4867 -0.66 0.17 0.02
H 25.4390 17.7168 9.8738 -0.77 -0.25 0.22
H 26.0701 19.2524 9.9799 -0.45 0.40 0.09
C 16.4569 23.6838 16.6148 -2.48 -0.26 -1.63
O 17.5540 23.7152 15.7826 1.97 0.08 -1.21
C 17.7097 24.8022 14.8550 -0.41 1.77 1.72
C 17.0761 24.6476 13.5119 -0.39 -1.04 0.26
O 18.1034 24.0769 12.7328 0.10 -0.37 1.08
C 17.7940 23.8117 11.4364 -0.73 -0.09 -1.91
H 15.5273 23.7256 15.9513 0.56 -0.01 0.82
H 16.3666 24.5549 17.2721 0.30 -0.35 0.38
H 16.4123 22.6738 17.0676 0.18 0.91 0.32
H 18.7998 24.9727 14.6573 -0.95 -0.19 0.70
H 17.2282 25.7506 15.2858 0.87 -1.11 -0.04
H 16.8307 25.6419 13.1235 -0.26 -0.10 -0.14
H 16.1382 24.0028 13.6260 1.01 0.62 -0.62
H 18.6539 23.3247 10.9673 -0.17 -0.17 0.12
H 17.6362 24.7427 10.8554 -0.19 -0.20 0.14
H 16.8822 23.1741 11.3356 0.52 0.26 -0.04
C 18.2185 21.8181 24.9861 -0.36 -0.40 0.62
O 17.3549 20.6831 25.2277 1.04 1.64 0.61
C 17.3333 19.8486 24.1221 -1.36 -0.19 0.10
C 18.6403 19.2136 23.7709 0.07 -1.57 -0.98
O 18.2687 18.3751 22.6431 0.22 0.89 0.26
C 19.3247 17.8912 21.8440 -1.27 0.03 -0.76
H 19.2609 21.5711 25.0708 0.64 -0.50 0.22
H 18.0465 22.5906 25.7320 -0.42 -0.09 -0.02
H 18.1216 22.2215 23.9893 -0.54 0.20 -0.42
H 16.9222 20.3933 23.2792 0.21 0.17 -0.57
H 16.5569 19.0974 24.3366 0.55 -0.14 -0.02
H 18.9914 18.5480 24.5714 0.06 0.27 0.12
H 19.4520 19.9205 23.5177 -0.41 -0.19 -0.13
H 20.1377 18.5645 21.7862 0.97 1.06 0.02
H 18.9409 17.7866 20.7943 0.35 -0.29 0.98
H 19.7002 16.9837 22.2728 0.28 -0.92 -0.07
C 19.8079 25.7293 20.7522 -0.25 0.28 -0.16
O 18.9603 24.6120 20.7417 -0.48 -1.05 -0.05
C 18.4284 24.2081 19.4751 0.64 -0.38 -0.24
C 18.0201 22.6774 19.4793 -0.31 1.38 0.08
O 16.6765 22.3995 19.8682 0.81 0.00 -0.34
C 16.5424 22.4902 21.2666 -0.30 0.83 0.30
H 19.8596 25.9631 21.8118 0.21 0.47 0.01
H 19.3662 26.5781 20.1819 0.33 -0.36 0.33
H 20.8331 25.5259 20.3906 -0.43 -0.08 -0.14
H 19.2435 24.3105 18.7338 -0.41 0.00 0.02
H 17.6112 24.9098 19.2108 0.13 -0.60 -0.04
H 18.7100 22.1853 20.1645 0.20 -0.15 0.11
H 18.1563 22.2380 18.4890 -0.03 0.26 -0.01
H 16.5701 23.5794 21.5706 0.37 -1.06 0.03
H 17.3813 21.8944 21.7425 -1.12 0.65 -0.11
H 15.5130 22.1509 21.4976 0.77 -0.25 0.06
C 23.9711 13.6971 22.2390 0.11 -0.58 -0.21
O 24.9791 14.4565 22.8553 0.02 0.50 -1.13
C 24.9456 15.8331 22.4385 2.05 -0.28 0.90
C 24.6664 16.5988 23.6911 0.37 0.70 0.52
O 23.3017 16.3540 23.9502 -0.11 1.34 0.47
C 22.7716 17.1786 24.9879 -1.47 -1.90 0.33
H 24.0505 13.6954 21.1163 -0.11 0.15 0.81
H 23.0066 14.1248 22.5696 0.05 -0.67 -0.32
H 24.1597 12.6533 22.5762 -0.61 0.65 -0.16
H 24.2523 16.0975 21.6422 -0.19 -0.41 0.07
H 25.9742 16.0762 22.1088 -0.42 -0.01 -0.12
H 24.8647 17.6910 23.5782 -0.20 -0.55 -0.11
H 25.3372 16.2377 24.5293 -0.70 0.16 -0.76
H 23.1852 18.1545 25.1472 0.60 0.64 -0.59
H 22.9252 16.6337 25.9401 -0.38 0.28 -0.19
H 21.6742 17.2735 24.7530 1.01 -0.04 0.52
C 18.3774 15.4429 13.5589 -0.90 -0.02 -1.04
O 18.3425 16.8832 13.4397 1.19 -0.29 -0.40
C 19.7005 17.4143 13.2177 -0.31 -2.79 2.04
C 19.5840 18.7962 12.8167 -0.38 0.86 -1.78
O 18.7525 19.5365 13.6822 0.42 -0.52 0.57
C 18.5251 20.8623 13.2547 0.47 0.91 -0.07
H 18.8220 14.9634 12.6706 0.22 0.52 0.19
H 17.3358 15.1003 13.5462 0.30 0.19 0.40
H 18.9017 15.1273 14.4396 0.22 -0.08 0.41
H 20.1802 16.8021 12.4543 0.02 0.19 -0.33
H 20.2540 17.2000 14.1610 -0.27 0.54 -0.41
H 19.0749 18.7630 11.8470 0.07 0.29 -0.25
H 20.5774 19.2108 12.6616 0.08 0.50 0.29
H 17.8563 20.9162 12.4058 -0.25 -0.22 -0.20
H 19.4525 21.3973 13.0235 0.11 -0.34 -0.02
H 18.1205 21.3738 14.1048 -0.49 0.40 0.40
C 22.0197 14.9998 16.6358 -1.67 -1.68 -0.62
O 23.0275 14.0265 16.8195 -0.38 0.34 0.07
C 24.3508 14.4939 16.8001 1.16 -1.90 -0.42
C 25.0253 13.9697 15.4788 0.21 2.79 0.22
O 26.4228 14.2366 15.4474 0.11 -0.19 0.48
C 26.8066 15.5978 15.5111 0.82 -0.70 -1.89
H 22.0728 15.7554 17.3942 0.10 0.80 0.16
H 21.0401 14.4505 16.7872 1.09 0.66 -0.06
H 21.9263 15.3561 15.5898 0.49 0.25 0.51
H 24.8847 13.9057 17.5844 -0.23 0.92 -0.02
H 24.4554 15.5859 16.9312 -0.14 -0.46 0.00
H 24.6324 14.6115 14.6611 -0.50 -1.03 -0.07
H 24.9331 12.8939 15.3838 -0.42 0.06 -0.18
H 26.5711 16.0769 16.4251 -0.54 0.56 0.95
H 26.4974 16.1966 14.6140 -0.32 -0.44 0.71
H 27.8896 15.5469 15.4336 0.18 0.18 0.14
C 24.8039 14.3176 10.9839 -0.41 0.38 0.62
O 24.0292 14.9766 12.0146 1.55 0.18 -1.71
C 22.8802 14.2540 12.2467 -2.17 1.18 0.82
C 21.8560 14.2038 11.0812 -0.93 -0.61 1.79
O 21.5215 15.4710 10.6222 -0.41 1.03 -0.80
C 20.7432 15.4063 9.4210 0.31 -1.05 -0.03
H 25.0179 13.3203 11.3455 0.04 -0.54 -0.12
H 25.7599 14.8120 10.8591 -0.06 0.39 0.02
H 24.2605 14.2693 10.0265 0.24 0.11 0.31
H 22.3696 14.7921 13.0796 0.26 -0.49 -0.37
H 23.1539 13.2785 12.6147 -0.30 -0.78 -0.01
H 20.8842 13.7586 11.4555 1.14 -0.20 -0.10
H 22.2237 13.6155 10.2801 0.37 -0.84 -0.97
H 19.8646 14.7060 9.4796 0.77 0.41 0.28
H 21.3786 15.0698 8.5635 -0.41 0.24 0.55
H 20.3512 16.3846 9.2243 -0.02 0.56 -0.09
```
Positions in Å, forces in eV/Å.

Here are the Löwdin charges for atoms 1 to 4, given in e: 0.668 -0.431 0.735 -0.228